{"formula": "C9H18CrF20NO13P3S2", "method": "the ωB97M-V functional and the def2-TZVPD basis", "relative_energy_kcal_mol": 0.0, "fmax_ev_per_a": 8.7, "total_charge": -1, "homo_ev": [-8.66, -8.73], "spin_multiplicity": 4, "homo_lumo_gap_ev": [7.643, 9.138], "symbols": ["Cr", "P", "F", "F", "F", "F", "F", "F", "P", "F", "F", "F", "F", "F", "F", "P", "F", "F", "F", "F", "F", "F", "N", "S", "O", "O", "F", "S", "O", "O", "F", "C", "O", "C", "O", "O", "C", "H", "H", "H", "H", "H", "H", "C", "O", "C", "O", "O", "C", "H", "H", "H", "H", "H", "H", "C", "O", "C", "O", "O", "C", "H", "H", "H", "H", "H", "H"], "positions_angstrom": [[-0.35941, -0.26098, 0.42079], [2.26204, -2.79944, 1.57006], [3.02896, -1.55478, 2.13808], [3.56865, -3.74336, 1.70216], [1.71979, -3.45844, 2.95970], [1.33761, -3.89693, 0.90858], [0.94219, -1.80879, 1.36610], [2.79006, -2.32580, 0.10885], [-0.81667, 0.77787, -3.03094], [0.39063, 1.86536, -2.75519], [-0.77107, 0.40800, -1.45890], [-1.87799, 1.86125, -2.56391], [-1.97132, -0.34095, -3.25160], [-0.90258, 1.27877, -4.58862], [0.35330, -0.34027, -3.30533], [0.26784, 1.11193, 3.77089], [-1.16050, 1.75870, 3.48200], [-0.45192, -0.01301, 4.65674], [0.10291, 0.25338, 2.40720], [1.69423, 0.44014, 4.10006], [0.86077, 2.36363, 2.89021], [0.24279, 1.91913, 5.17633], [-2.04544, -0.95868, 1.09429], [-3.59153, -0.79756, 0.75286], [-4.40242, 0.06670, 1.62391], [-4.27244, -1.85549, 0.02316], [-3.22396, 0.24232, -0.41643], [-2.43567, -2.31204, 2.10302], [-2.23855, -3.56882, 1.44240], [-3.38390, -2.17695, 3.12957], [-1.05809, -2.16952, 2.93159], [-3.58370, 4.05496, 1.20280], [-2.71334, 2.91666, 1.35539], [-1.51180, 2.83756, 0.60648], [-0.83841, 1.77492, 0.60493], [-1.17817, 3.99768, 0.10858], [0.08867, 4.21357, -0.55802], [-3.66741, 4.41982, 0.17910], [-3.22854, 4.82555, 1.88702], [-4.58378, 3.81728, 1.56537], [0.89723, 3.65245, -0.08955], [0.43642, 5.23782, -0.42350], [0.06068, 4.10525, -1.64227], [4.64080, 0.54688, -2.13692], [3.30200, 0.21898, -1.66247], [2.75850, 0.61552, -0.49559], [1.63214, 0.29171, -0.15291], [3.62549, 1.35566, 0.17105], [3.35494, 2.00766, 1.35744], [4.79118, 0.21565, -3.16442], [5.36826, -0.08070, -1.62209], [4.86181, 1.61348, -2.09659], [4.24329, 2.55174, 1.67824], [3.01775, 1.28442, 2.09995], [2.47216, 2.59298, 1.10015], [-2.75376, -3.44306, -2.85084], [-2.14713, -3.08754, -1.63712], [-0.85464, -2.78585, -1.56006], [-0.39998, -1.93536, -0.77567], [-0.13769, -3.51155, -2.45061], [1.26144, -3.39657, -2.56753], [-2.33567, -2.99577, -3.75263], [-3.83139, -3.28923, -2.90674], [-2.57914, -4.51176, -2.97525], [1.78241, -3.72760, -1.66913], [1.46610, -2.34148, -2.74923], [1.68501, -4.00712, -3.36498]], "forces_ev_per_angstrom": [[1.085, 0.727, -0.846], [0.431, -1.850, -0.027], [0.195, 0.528, 1.556], [-0.207, 0.054, -0.207], [0.467, 1.996, 0.285], [-0.004, -1.262, -1.656], [-0.650, 0.825, 0.495], [-0.178, -0.154, -0.734], [1.029, 0.830, -2.714], [-0.431, -0.388, -0.068], [0.387, -1.250, 2.328], [-0.737, 0.638, -0.486], [0.665, 0.441, 0.018], [0.118, -0.836, 1.224], [-1.051, 0.543, -0.140], [-1.443, 1.407, 3.935], [-1.146, 0.064, -0.741], [-0.149, -1.548, -1.081], [0.451, -1.269, -1.294], [-0.281, 0.838, -1.079], [0.962, -0.771, 0.582], [1.607, 1.352, -0.343], [-2.918, -2.708, 2.686], [-4.901, 6.087, -3.883], [1.983, -2.382, -1.033], [1.467, 0.622, 1.780], [-0.294, -0.091, -0.215], [7.474, -3.646, 2.395], [-0.866, 1.316, -0.275], [-1.589, 0.976, -0.380], [-1.216, 0.019, -0.685], [0.288, 0.440, 0.457], [2.395, -0.883, -2.409], [-1.527, -1.620, 2.559], [-1.300, 2.349, -0.361], [0.420, 0.011, -0.435], [1.076, 0.290, -0.012], [0.264, -0.118, 0.060], [0.178, 0.259, -0.307], [0.229, -0.697, -0.114], [-0.410, -0.605, -0.203], [-0.851, 0.273, 0.489], [-0.468, -0.756, 0.232], [0.053, -0.380, 0.541], [-0.871, -0.127, -0.128], [1.542, -0.155, -0.704], [-0.018, 0.502, -0.016], [1.118, -1.352, -2.219], [-1.984, -0.005, 1.077], [-1.048, 0.057, -0.125], [-0.035, 0.437, 0.629], [-0.104, -0.152, 0.354], [-0.290, 0.009, -0.213], [0.272, 0.090, 0.256], [0.243, 0.771, 0.835], [0.184, -1.800, -1.720], [0.753, 1.855, 1.206], [0.474, -0.095, -0.845], [-0.023, -1.811, -1.231], [-1.836, 0.192, 1.042], [1.495, 1.051, 0.663], [0.334, 0.507, 0.417], [0.178, 0.415, 0.951], [-0.186, -0.177, -0.104], [-0.323, 0.230, 0.264], [0.398, -0.102, 0.013], [-0.881, -0.013, -0.297]]}